(1)
ORCA calculation (ωB97M-V/def2-TZVPD) on an isolated molecule of C6H10O.

Its multiplicity is 1. The lowest unoccupied orbital energy comes out at 0.9 eV. The SMILES is CC/C=C/C=C/O. Its HOMO energy is -0.30200 hartree. The frontier orbital gap comes out at 9.10 eV.

Element x y z (Å)
1 C -1.5247 2.7022 -0.3647
2 C -2.1426 1.3689 -0.6278
3 C -1.2457 0.2189 -0.7195
4 C 0.0152 0.0832 -0.1139
5 C 0.9532 -1.0137 -0.1668
6 C 1.8122 -1.1599 0.8518
7 O 2.4012 -2.4707 0.9852
8 H -0.8774 2.9886 -1.1958
9 H -0.9475 2.6577 0.5044
10 H -2.3067 3.5082 -0.1090
11 H -2.7636 1.4125 -1.6407
12 H -2.9702 1.2060 0.1393
13 H -1.5315 -0.7472 -1.1729
14 H 0.4507 0.8846 0.4256
15 H 0.9174 -1.8606 -0.8531
16 H 1.9000 -0.4053 1.7293
17 H 1.7132 -3.0758 1.1378



(2)
ORCA calculation (ωB97M-V/def2-TZVPD) on an isolated molecule of C6H10O.

Its multiplicity is 1. The lowest unoccupied orbital energy comes out at 1.0 eV. The SMILES is C#CC(C)(C)OC. Its HOMO energy is -0.35564 hartree. The frontier orbital gap comes out at 10.70 eV.

Element x y z (Å)
1 C 0.4071 2.2875 -0.7534
2 C 0.1777 1.3200 -0.0738
3 C 0.1335 -0.0779 0.3943
4 C 1.2998 -0.6756 -0.4595
5 C 0.4003 -0.2985 1.8903
6 O -1.1256 -0.7095 0.2022
7 C -1.8667 -0.3822 -0.9512
8 H 0.6920 3.0776 -1.4055
9 H 1.1661 -1.7514 -0.5224
10 H 2.2495 -0.4408 0.0353
11 H 1.3929 -0.2669 -1.4753
12 H 1.3564 0.1395 2.1828
13 H 0.4233 -1.3771 2.0908
14 H -0.3929 0.1249 2.5157
15 H -1.2911 -0.5572 -1.8687
16 H -2.7487 -1.0308 -0.9450
17 H -2.2006 0.6635 -0.9367



no.,F_max (eV/A)
1,5.09
2,0.72